Entry 1:
Density functional theory data (ωB97M-V/def2-TZVPD) for a molecular structure, C64H39BrF3I4N7O5S2Sn.

CARTESIAN COORDINATES (ANGSTROEM)
I: 5.95 -3.14 7.62
I: -4.63 2.35 -7.73
I: -0.94 8.30 4.09
I: 7.60 -5.23 -6.15
Sn: 0.53 -0.78 -0.47
Br: -7.59 1.08 -2.28
S: 0.04 -3.21 -1.86
S: -0.08 -3.43 2.38
F: -1.50 -2.23 4.25
F: -0.57 -4.08 4.94
F: 0.62 -2.28 4.70
O: 1.10 -4.27 2.39
O: 0.14 -2.08 1.84
O: -1.31 -4.10 2.04
O: -2.45 0.05 -2.49
O: -2.00 1.00 -0.09
N: 2.89 -1.44 -0.18
N: -5.09 2.00 2.57
N: -2.91 1.87 2.22
N: 1.94 0.81 1.30
N: 0.58 1.81 -1.13
N: -2.21 -2.60 -0.51
N: 1.62 -0.40 -2.66
C: 1.30 4.92 2.54
C: -1.58 -3.51 -1.27
C: -0.37 6.53 3.10
C: 5.78 -2.36 -3.46
C: 4.94 -4.63 -4.83
C: 0.39 4.20 1.77
C: -3.10 1.98 -6.33
C: -3.13 2.60 -5.09
C: -5.02 2.41 5.08
C: 2.13 0.80 3.60
C: 3.86 -1.58 3.48
C: -4.33 1.47 0.25
C: 3.45 -1.73 1.03
C: 4.61 -2.93 -0.46
C: -3.51 0.52 -1.83
C: 5.07 -2.48 5.82
C: -1.31 5.83 2.35
C: 4.28 -3.35 5.09
C: -1.00 1.54 -4.48
C: -2.24 -4.71 -1.63
C: 4.45 -2.78 -3.34
C: 4.05 -3.92 -4.03
C: -5.63 1.49 -0.28
C: 3.69 -2.90 3.91
C: 1.48 1.93 3.25
C: 4.69 -0.74 4.23
C: 1.38 1.92 1.80
C: 4.51 -2.69 0.87
C: -0.39 -2.99 4.16
C: 1.04 0.28 -3.66
C: -3.13 2.10 3.57
C: 0.53 2.93 -0.34
C: 3.19 -1.07 2.25
C: -4.79 0.54 -2.33
C: 0.12 4.08 -1.14
C: 3.48 -2.00 -2.51
C: 0.94 6.08 3.20
C: 0.79 2.97 1.03
C: 6.25 -4.18 -4.93
C: -2.71 -0.78 -3.62
C: 1.71 -0.04 -4.92
C: -3.51 -4.96 -1.16
C: 5.31 -1.18 5.39
C: -4.11 2.53 6.11
C: -4.09 1.80 1.65
C: -5.83 1.04 -1.55
C: 0.14 2.17 -2.34
C: -2.10 1.07 -6.63
C: -2.10 2.37 -4.19
C: 2.69 -0.93 -4.63
C: -0.92 4.67 1.70
C: 2.62 -1.17 -3.20
C: -1.09 0.84 -5.71
C: 6.68 -3.05 -4.26
C: -4.50 2.19 3.81
C: -4.13 -4.03 -0.33
C: -2.22 2.21 4.62
C: -0.13 3.61 -2.38
C: 2.43 0.11 2.36
C: -2.73 2.42 5.89
C: -3.42 -2.88 -0.03
C: 0.06 1.31 -3.49
C: 3.60 -2.13 -1.11
C: -3.25 1.01 -0.52
H: -3.96 3.24 -4.82
H: 2.33 4.57 2.60
H: 3.02 -4.25 -3.93
H: -2.19 2.80 -3.20
H: -6.09 2.48 5.25
H: 3.05 -3.56 3.33
H: -1.75 -1.20 -3.91
H: -3.85 -2.14 0.64
H: 5.95 -0.52 5.96
H: -3.14 -0.19 -4.44
H: -4.99 0.17 -3.33
H: 1.09 2.70 3.91
H: 3.41 -1.36 -5.31
H: -1.65 4.11 1.13
H: -1.98 1.27 0.87
H: -5.11 -4.21 0.10
H: 5.12 -3.09 1.66
H: -3.39 -1.59 -3.35
H: 0.09 5.11 -0.81
H: -6.08 1.95 2.39
H: 1.67 6.64 3.77
H: 7.70 -2.70 -4.36
H: 1.54 0.43 -5.87
H: -4.47 2.69 7.12
H: 6.10 -1.47 -2.93
H: 4.62 -5.52 -5.35
H: -1.16 2.12 4.43
H: 2.34 0.44 4.60
H: 4.11 -4.36 5.42
H: -6.46 1.86 0.30
H: -0.37 0.07 -5.94
H: -2.05 2.51 6.73
H: -2.12 0.52 -7.56
H: -0.37 4.19 -3.26
H: 4.87 0.27 3.88
H: -1.71 -5.42 -2.25
H: -2.33 6.18 2.29
H: 5.31 -3.59 -0.97
H: -4.03 -5.88 -1.43

The calculation puts the gap between HOMO and LUMO (alpha / beta) at 4.96 / 4.96 eV. As for the total energy: -8297.038707 hartree. The largest force on an atom is 0.795 eV/A. The charge is -2. The value obtained for the energy above the lowest of the compared OMol25 structures with the same formula, charge and spin is 0.604 eV.

***

Entry 2:
Density functional theory data (ωB97M-V/def2-TZVPD) for a molecular structure, C21H20ClO2PTi in a non-equilibrium geometry.

CARTESIAN COORDINATES (ANGSTROEM)
Ti: 0.33 0.28 -1.55
Cl: -1.33 2.83 -2.89
P: 0.01 -0.83 0.72
O: -1.65 2.24 -0.29
O: 3.01 1.95 -0.89
C: -2.73 -0.70 0.27
C: 0.69 0.04 -3.75
C: -1.72 -0.40 1.20
C: -1.14 1.88 -1.33
C: -0.42 -1.61 -2.52
C: 3.27 1.20 3.30
C: -2.06 0.05 2.48
C: 2.04 1.85 3.12
C: -3.40 0.33 2.78
C: 2.04 1.34 -1.14
C: 1.00 1.17 -4.67
C: 1.00 -1.79 -2.33
C: 0.04 -2.51 1.41
C: -4.06 -0.44 0.58
C: -0.61 -0.48 -3.40
C: 3.48 -0.06 2.72
C: 1.67 -0.76 -3.06
C: -4.40 0.09 1.83
C: 1.02 1.24 2.38
C: 2.47 -0.67 1.99
C: 1.22 -0.04 1.85
H: 1.01 -2.98 1.30
H: 0.07 1.75 2.20
H: -1.27 0.22 3.21
H: -3.66 0.74 3.76
H: 2.75 -0.62 -3.17
H: 1.87 2.83 3.56
H: 1.47 -2.60 -1.78
H: -5.44 0.32 2.05
H: -2.45 -1.11 -0.71
H: -0.71 -3.12 0.91
H: -0.22 -2.43 2.47
H: 0.23 1.94 -4.65
H: -1.55 -0.09 -3.79
H: 1.96 1.64 -4.42
H: -1.20 -2.26 -2.14
H: -4.84 -0.63 -0.17
H: 4.06 1.67 3.88
H: 4.45 -0.57 2.84
H: 1.07 0.79 -5.71
H: 2.64 -1.65 1.51

The calculation puts the gap between HOMO and LUMO (alpha / beta) at 5.30 / 5.31 eV. As for the total energy: -2613.079720 hartree. The largest force on an atom is 9.232 eV/A. The charge is +2. The value obtained for the energy above the lowest of the compared OMol25 structures with the same formula, charge and spin is 1.533 eV.

***

Entry 3:
Density functional theory data (ωB97M-V/def2-TZVPD) for a molecular structure, C11H33N5O18P2 in a non-equilibrium geometry.

CARTESIAN COORDINATES (ANGSTROEM)
P: 1.54 0.03 2.53
P: -1.82 2.99 -0.41
O: -2.63 1.76 -1.06
O: 1.02 -3.53 -0.08
O: 0.00 -2.16 -1.96
O: -1.80 -2.40 1.99
O: 0.45 -0.40 -0.75
O: -0.74 2.61 0.63
O: -0.40 -3.40 3.28
O: 0.46 -0.99 1.82
O: 2.55 2.81 -2.35
O: -2.95 4.04 0.20
O: -1.28 3.66 -1.73
O: 2.70 -2.19 0.18
O: 2.24 0.75 1.27
O: 2.27 0.21 -1.37
O: 3.03 -1.15 -2.92
O: 3.02 2.61 -0.23
O: 2.45 -0.54 3.54
O: 0.54 1.20 3.13
N: 2.17 -0.39 -2.44
N: -0.17 -1.43 -1.00
N: 1.98 -2.91 -0.49
N: 2.25 2.55 -1.18
N: -1.43 -3.40 2.62
C: 0.21 2.38 2.41
C: -2.17 -4.72 2.42
C: -2.42 0.43 -0.51
C: -1.23 -1.85 -0.01
C: 2.37 -3.18 -1.88
C: 0.80 -2.40 1.83
C: 0.99 -0.13 -3.34
C: -2.20 4.35 -2.58
C: 0.86 2.08 -0.86
C: 3.22 0.01 0.56
C: -3.66 3.66 1.34
H: 1.87 -2.52 1.66
H: -4.71 3.43 1.19
H: 3.45 -2.99 -1.95
H: -1.08 -1.43 0.98
H: 0.12 2.35 -1.62
H: 2.12 -4.19 -2.18
H: -3.59 4.52 2.02
H: 0.44 -2.94 0.96
H: 1.38 0.37 -4.22
H: -3.22 -4.44 2.48
H: 3.03 -0.29 -0.47
H: -2.10 -5.44 3.23
H: 4.05 0.72 0.48
H: -1.66 0.57 0.26
H: -0.88 2.42 2.33
H: -3.28 -0.05 -0.04
H: 3.60 -0.78 1.20
H: 0.76 -1.14 -3.70
H: -2.03 -0.37 -1.13
H: -1.98 5.37 -2.29
H: 1.81 -2.52 -2.55
H: -1.87 -5.25 1.51
H: -3.21 2.84 1.90
H: -1.86 4.33 -3.62
H: 0.18 0.29 -2.75
H: -1.21 -2.93 0.10
H: 0.55 3.20 3.04
H: 0.87 1.00 -0.70
H: 0.58 -2.99 2.72
H: -2.21 -1.52 -0.35
H: 0.54 2.77 -0.08
H: 0.56 2.52 1.39
H: -3.26 4.13 -2.44

The calculation puts the gap between HOMO and LUMO at 7.47 eV. As for the total energy: -2748.694057 hartree. The largest force on an atom is 11.832 eV/A. The value obtained for the energy above the lowest of the compared OMol25 structures with the same formula, charge and spin is 19.890 eV.

***

Entry 4:
Density functional theory data (ωB97M-V/def2-TZVPD) for 6 unconnected molecules or ions with the total composition C29H66ClFN8O5 in a non-equilibrium geometry.

CARTESIAN COORDINATES (ANGSTROEM)
Cl: -0.53 1.57 -1.96
F: -3.12 -1.80 1.75
O: -3.47 8.33 6.04
O: -6.58 -2.83 -4.08
O: 1.85 -5.89 -2.02
O: 0.17 2.06 5.62
O: 3.48 -1.04 -5.22
N: -1.76 6.01 6.11
N: -0.80 2.19 1.52
N: 2.21 2.78 3.73
N: -0.49 -2.04 -2.60
N: 3.09 -0.74 -8.07
N: 2.23 -1.68 -0.10
N: 4.19 -4.30 -1.43
N: -4.93 -1.84 -1.92
C: -3.23 7.59 4.87
C: -2.20 -0.49 -0.01
C: -5.98 -2.87 -5.36
C: 2.49 4.28 5.64
C: 3.70 -5.29 -0.47
C: 2.31 -1.05 -4.44
C: -1.92 6.78 4.87
C: -0.69 -0.66 -0.39
C: 0.18 3.36 5.04
C: -2.46 -0.60 1.49
C: -0.39 1.56 0.65
C: 1.59 0.67 -0.54
C: -4.77 -3.21 -2.42
C: 2.08 -7.22 -2.44
C: 1.55 3.82 4.53
C: 1.39 -2.30 -7.29
C: 3.64 -2.15 -6.08
C: 0.05 0.71 -0.46
C: -6.03 -3.73 -3.13
C: 2.88 -2.04 -7.41
C: -0.62 -1.34 -1.69
C: -0.67 7.62 4.64
C: 2.21 -5.61 -0.68
C: -3.51 -3.28 -3.27
C: 0.57 2.01 6.98
C: -2.82 9.59 6.11
C: 2.28 -0.46 0.23
C: 4.60 -6.51 -0.49
C: 3.11 -0.05 1.42
H: 3.38 -3.07 -5.56
H: -4.06 6.88 4.80
H: 3.33 4.83 5.21
H: 3.64 -3.45 -1.33
H: -5.85 -4.71 -3.59
H: -5.25 -1.27 -2.70
H: 3.76 -0.88 1.67
H: -1.55 -0.54 2.10
H: 4.08 -0.62 -8.26
H: -2.00 6.06 4.05
H: 0.86 -1.45 -6.85
H: 0.95 -2.47 -8.28
H: -0.49 3.29 4.18
H: -1.82 9.50 6.53
H: 4.71 -2.19 -6.30
H: 1.18 -3.18 -6.68
H: 2.91 3.44 6.19
H: -3.28 8.24 3.99
H: 2.51 -0.47 -3.53
H: -2.57 0.45 -0.42
H: 1.66 1.89 7.07
H: 1.66 -1.79 -0.95
H: 2.22 1.93 4.29
H: -4.61 -3.86 -1.55
H: -0.26 4.08 5.73
H: 3.30 -2.81 -8.07
H: 0.11 1.13 7.42
H: 1.91 0.65 -1.58
H: -3.42 -4.24 -3.78
H: -5.13 -2.19 -5.42
H: 1.47 -0.58 -4.96
H: -6.73 -2.53 -6.08
H: -2.54 5.36 6.21
H: 4.77 -6.88 -1.51
H: -5.67 -3.88 -5.63
H: 3.75 0.78 1.12
H: -0.23 -1.28 0.37
H: 2.49 0.25 2.27
H: -3.12 0.20 1.81
H: 1.98 4.93 6.34
H: 1.95 1.62 -0.14
H: -3.41 10.23 6.76
H: 5.58 -6.26 -0.08
H: -2.76 10.06 5.12
H: 1.92 -7.94 -1.63
H: -6.81 -3.86 -2.37
H: 1.37 4.68 3.88
H: -5.71 -1.81 -1.26
H: 1.62 2.55 2.94
H: -1.86 6.65 6.89
H: 1.63 -4.72 -0.40
H: 3.10 -7.34 -2.83
H: 0.25 2.90 7.52
H: -0.40 8.19 5.53
H: 1.38 -7.44 -3.25
H: -2.63 -3.15 -2.65
H: -0.81 8.31 3.81
H: 3.78 -4.84 0.53
H: -2.74 -1.30 -0.50
H: 3.96 -4.64 -2.36
H: 2.03 -2.07 -4.14
H: -3.47 -2.49 -4.02
H: 0.17 6.97 4.40
H: 2.87 -0.02 -7.40
H: 1.88 -6.43 -0.02
H: 4.19 -7.33 0.10

The calculation puts the gap between HOMO and LUMO at 9.07 eV. As for the total energy: -2518.718449 hartree. The largest force on an atom is 1.370 eV/A. Its SMILES is [H]/N=C(/C)C[C@](Cl)(C#N)[C@H](C#N)CCF.COC[C@@H](C)N.COC[C@@H](C)N.COC[C@@H](C)N.COC[C@@H](C)N.COC[C@@H](C)N.

***

Entry 5:
Density functional theory data (ωB97M-V/def2-TZVPD) for C19H22N2O5S2 in the gas phase in a non-equilibrium geometry.

CARTESIAN COORDINATES (ANGSTROEM)
S: -0.62 -1.09 0.64
S: 4.32 0.18 2.65
O: -0.42 -2.23 1.48
O: 0.55 -0.55 -0.01
O: -4.85 -2.23 -3.32
O: 2.29 3.73 2.20
O: -2.39 -1.06 -4.16
N: -1.45 0.05 1.57
N: 2.51 1.90 0.90
C: 6.32 -0.73 1.35
C: -3.28 -1.69 -5.06
C: -1.68 1.31 0.90
C: 5.62 -0.93 2.49
C: -4.01 -2.35 -1.11
C: 0.49 0.91 2.80
C: -3.83 -1.99 -2.44
C: -2.63 -1.38 -2.85
C: -4.71 -1.57 -4.56
C: -3.02 -2.09 -0.18
C: -1.65 -1.11 -1.91
C: 0.40 2.24 2.02
C: -1.86 -1.46 -0.59
C: 1.83 2.72 1.73
C: 3.92 2.09 0.64
C: 4.73 0.93 1.14
C: -0.40 2.13 0.71
C: -0.88 0.23 2.89
C: 5.81 0.34 0.57
H: -0.65 3.13 0.36
H: 4.10 2.21 -0.43
H: -2.13 1.09 -0.08
H: 7.17 -1.32 1.06
H: -1.58 0.83 3.48
H: -4.97 -0.51 -4.44
H: -0.07 2.99 2.66
H: -4.93 -2.83 -0.83
H: 0.88 1.11 3.80
H: 4.20 3.01 1.16
H: -3.15 -1.18 -6.02
H: -2.41 1.86 1.50
H: -0.73 -0.64 -2.21
H: 2.09 1.04 0.57
H: -0.78 -0.76 3.33
H: 1.17 0.22 2.30
H: -3.13 -2.36 0.85
H: -3.02 -2.75 -5.17
H: 0.20 1.64 -0.05
H: 6.23 0.64 -0.37
H: -5.42 -2.04 -5.24
H: 5.78 -1.67 3.25

The calculation puts the gap between HOMO and LUMO at 9.10 eV. As for the total energy: -2019.300009 hartree. The largest force on an atom is 1.033 eV/A. Its SMILES is O=C(NCc1cccs1)C1CCN(S(=O)(=O)c2ccc3c(c2)OCCO3)CC1. The value obtained for the energy above the lowest of the compared OMol25 structures with the same formula, charge and spin is 1.347 eV.

***

Entry 6:
Density functional theory data (ωB97M-V/def2-TZVPD) for a molecular structure, C29H39N2O14P2SY in a non-equilibrium geometry.

CARTESIAN COORDINATES (ANGSTROEM)
Y: -0.29 0.07 -0.42
S: -2.51 -1.12 -1.74
P: 2.41 -1.23 2.01
P: -0.05 -2.80 1.86
O: -3.43 -2.12 -2.17
O: -1.09 -1.48 -1.93
O: -0.20 -2.78 3.44
O: -0.62 -4.24 1.51
O: -2.66 -0.70 -0.34
O: -0.91 1.36 -2.17
O: -2.50 1.33 3.48
O: 3.95 -1.22 1.60
O: 2.40 -1.35 3.61
O: 1.74 -0.04 1.49
O: -2.56 2.27 -3.42
O: -0.68 -1.62 1.26
O: -2.84 0.15 -2.63
O: -0.78 1.12 2.07
N: 7.86 -0.63 -6.40
N: -2.23 1.75 0.00
C: -4.14 2.29 1.33
C: 4.03 0.72 -3.87
C: 6.12 -1.55 2.57
C: 5.18 -3.17 0.90
C: -2.65 -4.03 0.19
C: 1.75 -2.86 1.52
C: -2.19 1.48 -2.35
C: -1.27 -4.66 0.29
C: 0.92 -3.59 5.41
C: 2.39 -0.09 4.33
C: 3.76 -0.33 -2.99
C: 4.86 -2.23 2.05
C: 3.32 -0.22 5.53
C: 1.67 -0.15 -1.40
C: -0.40 -4.39 -0.92
C: -1.32 -4.51 4.70
C: 5.64 -1.54 -3.89
C: -4.25 2.39 -1.06
C: 0.96 0.24 4.72
C: -1.93 1.42 2.28
C: 5.08 0.65 -4.75
C: -2.82 1.89 1.19
C: 2.65 -0.25 -2.12
C: 5.90 -0.48 -4.77
C: 4.59 -1.46 -3.01
C: 6.97 -0.56 -5.67
C: -4.85 2.58 0.18
C: -2.93 1.95 -1.09
C: 0.03 -3.97 4.24
H: 1.79 -3.05 5.05
H: 4.33 -0.48 5.20
H: -1.82 -3.78 5.32
H: 4.28 -3.65 0.52
H: -1.37 -5.75 0.45
H: -1.88 0.94 4.11
H: 2.97 -1.00 6.21
H: -3.13 -4.36 -0.73
H: 6.28 -2.42 -3.91
H: 0.37 -2.96 6.10
H: 0.94 1.20 5.24
H: 6.59 -0.99 1.76
H: 4.39 -2.79 2.87
H: -3.26 -4.31 1.04
H: -5.87 2.94 0.24
H: 1.24 -4.49 5.93
H: 0.52 -4.72 3.61
H: 5.63 -2.61 0.08
H: 0.37 0.29 3.81
H: 3.36 0.72 6.07
H: 3.38 1.59 -3.85
H: -1.94 -4.74 3.84
H: -0.36 -3.31 -1.12
H: -1.17 -5.42 5.28
H: -4.58 2.38 2.31
H: 5.88 -3.94 1.23
H: -4.78 2.55 -1.98
H: 0.56 -0.53 5.38
H: -0.85 -4.87 -1.79
H: 0.60 -4.78 -0.78
H: 6.82 -2.29 2.95
H: 1.91 -2.95 0.44
H: 5.87 -0.85 3.36
H: 4.38 -2.27 -2.33
H: -2.00 2.01 -4.16
H: 5.28 1.46 -5.44
H: 2.76 0.68 3.65
H: 2.24 -3.68 2.04
H: -2.57 -2.95 0.14

The calculation puts the gap between HOMO and LUMO at 7.78 eV. As for the total energy: -3410.939425 hartree. The largest force on an atom is 2.493 eV/A. The value obtained for the energy above the lowest of the compared OMol25 structures with the same formula, charge and spin is 0.540 eV.

***

Which formula does entry 5 have? C19H22N2O5S2